[1]
{"formula": "C20H45CrN5O13P3S", "method": "the ωB97M-V functional and the def2-TZVPD basis", "species": ["Cr", "N", "C", "C", "N", "C", "C", "N", "H", "H", "H", "H", "H", "H", "H", "H", "H", "H", "H", "H", "H", "N", "C", "C", "P", "O", "O", "O", "P", "O", "O", "O", "H", "H", "H", "H", "H", "H", "H", "H", "C", "C", "C", "C", "O", "P", "O", "O", "O", "C", "C", "C", "C", "H", "H", "H", "H", "H", "H", "H", "H", "H", "H", "H", "H", "H", "H", "H", "H", "H", "H", "N", "C", "C", "C", "C", "C", "C", "S", "O", "O", "O", "H", "H", "H", "H", "H", "H"], "positions_angstrom": [[0.150, -0.311, -0.368], [-1.747, -1.560, -0.230], [-2.958, -1.008, -0.814], [-2.624, -0.496, -2.215], [-1.797, 0.689, -2.138], [-2.521, 1.946, -2.207], [-2.722, 2.609, -0.836], [-1.431, 2.846, -0.201], [-1.535, -2.449, -0.677], [-1.846, -1.704, 0.767], [-3.288, -0.188, -0.177], [-3.759, -1.761, -0.879], [-3.557, -0.306, -2.770], [-2.064, -1.278, -2.734], [-1.059, 0.653, -2.828], [-3.514, 1.801, -2.663], [-1.964, 2.646, -2.833], [-3.379, 1.987, -0.215], [-3.219, 3.570, -1.003], [-1.161, 1.992, 0.288], [-1.523, 3.579, 0.494], [3.232, -1.579, -2.592], [2.573, -2.697, -1.878], [3.234, -4.025, -2.113], [2.389, -2.132, -0.122], [3.677, -2.850, 0.578], [1.147, -2.676, 0.502], [2.625, -0.655, -0.191], [0.834, -2.612, -2.569], [0.049, -3.679, -1.660], [0.870, -2.972, -3.991], [0.399, -1.207, -2.209], [4.233, -1.721, -2.751], [3.077, -0.753, -1.942], [2.740, -1.412, -3.484], [4.249, -4.045, -1.718], [3.224, -4.251, -3.179], [2.651, -4.790, -1.605], [3.491, -2.950, 1.511], [0.306, -3.462, -0.734], [-0.322, -2.450, 4.535], [-1.191, -2.344, 3.281], [-2.626, -1.978, 3.655], [-1.169, -3.677, 2.517], [-0.600, -1.385, 2.408], [-0.894, 0.196, 2.321], [-2.285, 0.510, 1.901], [0.197, 0.706, 1.419], [-0.559, 0.648, 3.846], [-1.007, 1.894, 4.370], [-0.202, 2.133, 5.653], [-2.504, 1.801, 4.673], [-0.747, 3.026, 3.379], [-0.775, -3.120, 5.261], [-0.206, -1.462, 4.969], [0.658, -2.827, 4.261], [-3.104, -2.813, 4.164], [-3.194, -1.730, 2.763], [-2.631, -1.108, 4.304], [-1.260, -4.510, 3.210], [-0.231, -3.749, 1.973], [-1.991, -3.729, 1.806], [-0.321, 1.293, 6.333], [-0.549, 3.040, 6.144], [0.852, 2.236, 5.411], [-2.687, 1.046, 5.436], [-3.008, 1.505, 3.758], [-2.892, 2.757, 5.015], [0.272, 2.964, 3.007], [-0.907, 3.993, 3.852], [-1.427, 2.913, 2.541], [1.292, 1.698, -0.958], [1.801, 2.023, -2.223], [3.070, 1.618, -2.635], [3.509, 1.905, -3.921], [2.707, 2.619, -4.782], [1.472, 3.075, -4.365], [1.016, 2.776, -3.097], [3.237, 3.003, -6.474], [2.253, 2.311, -7.303], [3.160, 4.460, -6.547], [4.590, 2.458, -6.567], [1.999, 1.597, -0.238], [0.548, 2.335, -0.680], [3.726, 1.127, -1.926], [4.486, 1.613, -4.279], [0.899, 3.680, -5.049], [0.063, 3.132, -2.737]], "homo_lumo_gap_ev": [7.28, 7.27], "s2": 6.009, "e_above_lowest_kj_mol": 14.9, "homo_ev": [-5.4, -5.4], "total_charge": -1, "multiplicity": 5, "e_lumo_ev": [1.9, 1.9]}



[2]
{"formula": "C3H4ClN3S", "method": "the ωB97M-V functional and the def2-TZVPD basis", "species": ["C", "C", "C", "H", "H", "H", "H", "N", "N", "N", "S", "Cl"], "positions_angstrom": [[1.489, -0.140, -0.163], [0.529, -1.044, 0.365], [-0.661, -0.455, 0.140], [-1.188, 2.534, -0.328], [-1.317, 1.777, -1.812], [2.570, -0.210, -0.138], [0.848, -2.237, 2.305], [-1.361, 1.665, -0.808], [-0.415, 0.759, -0.443], [0.884, 0.965, -0.658], [0.866, -2.644, 1.029], [-2.243, -0.970, 0.512]], "homo_lumo_gap_ev": 10.14, "e_above_lowest_kj_mol": 160.2, "homo_ev": -9.4, "multiplicity": 1, "smiles": "Nn1ncc(S)c1Cl", "e_lumo_ev": 0.7}



[3]
{"formula": "C54H49F3N3O9SSbSiY", "method": "the ωB97M-V functional and the def2-TZVPD basis", "species": ["Y", "O", "C", "O", "C", "C", "C", "N", "C", "C", "C", "O", "O", "H", "H", "H", "O", "N", "N", "O", "C", "C", "C", "C", "C", "C", "H", "H", "H", "H", "H", "O", "H", "H", "C", "C", "C", "C", "Si", "O", "C", "C", "C", "C", "C", "C", "C", "C", "C", "C", "C", "C", "H", "H", "H", "H", "H", "H", "H", "H", "H", "H", "H", "H", "H", "H", "H", "H", "H", "H", "H", "C", "S", "O", "C", "C", "C", "C", "C", "C", "H", "H", "H", "H", "H", "H", "H", "H", "F", "C", "C", "C", "C", "C", "C", "Sb", "C", "C", "C", "C", "F", "C", "C", "C", "C", "C", "C", "F", "C", "C", "H", "H", "H", "H", "H", "H", "H", "H", "H", "H", "H", "H"], "positions_angstrom": [[0.394, -0.768, -0.225], [5.790, -5.481, 1.285], [5.340, -4.553, 2.004], [5.713, -4.086, 3.108], [4.143, -3.814, 1.394], [3.862, -3.921, 0.039], [2.828, -3.186, -0.506], [2.087, -2.344, 0.221], [2.345, -2.264, 1.545], [3.337, -2.983, 2.167], [1.481, -1.243, 2.249], [0.892, -1.492, 3.296], [1.381, -0.125, 1.576], [4.470, -4.583, -0.565], [2.565, -3.258, -1.556], [3.521, -2.888, 3.233], [-0.055, -2.220, -1.893], [-0.727, -3.259, -1.634], [-1.078, -3.371, -0.418], [-0.795, -2.483, 0.502], [-1.842, -4.547, 0.004], [-2.034, -4.704, 1.362], [-2.757, -5.801, 1.818], [-3.272, -6.725, 0.924], [-3.066, -6.549, -0.440], [-2.352, -5.458, -0.912], [-1.611, -3.981, 2.046], [-2.907, -5.927, 2.886], [-3.826, -7.584, 1.285], [-3.465, -7.267, -1.147], [-2.185, -5.312, -1.972], [-0.022, 1.952, 0.215], [0.430, 2.475, 0.880], [0.693, 1.698, -0.407], [4.867, -0.712, -2.352], [4.502, 0.706, -1.880], [4.574, 0.754, -0.338], [5.519, 1.706, -2.460], [2.752, 1.122, -2.403], [1.607, 0.548, -1.392], [2.569, 3.004, -2.436], [2.539, 3.720, -1.223], [2.363, 5.101, -1.196], [2.209, 5.806, -2.390], [2.238, 5.125, -3.602], [2.416, 3.741, -3.622], [2.383, 0.518, -4.145], [1.163, -0.135, -4.390], [0.835, -0.605, -5.662], [1.723, -0.433, -6.719], [2.939, 0.210, -6.501], [3.260, 0.679, -5.231], [5.873, -0.976, -2.002], [4.850, -0.799, -3.446], [4.179, -1.461, -1.951], [5.543, 0.363, 0.000], [3.789, 0.155, 0.136], [4.479, 1.781, 0.043], [6.525, 1.461, -2.090], [5.293, 2.740, -2.171], [5.555, 1.672, -3.559], [2.660, 3.185, -0.278], [2.351, 5.631, -0.247], [2.066, 6.882, -2.371], [2.118, 5.671, -4.533], [2.432, 3.223, -4.581], [0.475, -0.306, -3.570], [-0.108, -1.121, -5.823], [1.474, -0.806, -7.708], [3.641, 0.336, -7.319], [4.219, 1.178, -5.085], [-2.875, 0.333, -3.295], [-2.887, 0.628, -1.553], [-1.615, -0.039, -1.094], [-2.537, 2.356, -1.589], [-3.463, 3.220, -1.022], [-3.165, 4.580, -0.977], [-1.957, 5.039, -1.486], [-1.030, 4.152, -2.037], [-1.317, 2.801, -2.085], [-1.888, 0.593, -3.683], [-3.657, 0.951, -3.744], [-3.082, -0.729, -3.446], [-4.393, 2.834, -0.609], [-3.866, 5.270, -0.520], [-1.722, 6.097, -1.441], [-0.070, 4.508, -2.399], [-0.576, 2.097, -2.460], [-3.386, -3.942, 7.007], [-3.008, -3.132, 5.995], [-3.664, -3.230, 4.789], [-3.272, -2.379, 3.753], [-2.248, -1.443, 3.921], [-1.598, -1.406, 5.160], [-1.979, -2.243, 6.206], [-1.567, -0.145, 2.330], [-1.143, 1.484, 3.651], [0.092, 2.138, 3.568], [0.389, 3.231, 4.385], [-0.568, 3.657, 5.279], [-0.305, 4.729, 6.053], [-1.781, 3.020, 5.429], [-2.058, 1.923, 4.616], [-3.610, 0.455, 1.837], [-4.206, 1.691, 2.111], [-5.532, 1.959, 1.767], [-6.262, 0.971, 1.143], [-7.551, 1.217, 0.832], [-5.718, -0.249, 0.806], [-4.386, -0.487, 1.143], [-4.464, -3.953, 4.665], [-3.795, -2.465, 2.806], [-0.765, -0.727, 5.311], [-1.481, -2.215, 7.168], [0.848, 1.760, 2.885], [1.349, 3.735, 4.341], [-2.489, 3.377, 6.173], [-2.997, 1.392, 4.752], [-3.630, 2.480, 2.587], [-5.997, 2.914, 1.985], [-6.324, -0.989, 0.287], [-3.943, -1.434, 0.835]], "homo_lumo_gap_ev": 7.00, "e_above_lowest_kj_mol": 48.9, "homo_ev": -5.4, "total_charge": -1, "multiplicity": 1, "e_lumo_ev": 1.6}



[4]
{"formula": "C3H5Cl2NO2", "method": "the ωB97M-V functional and the def2-TZVPD basis", "species": ["C", "C", "C", "N", "O", "O", "Cl", "Cl", "H", "H", "H", "H", "H"], "positions_angstrom": [[-0.819, -1.206, -0.218], [0.786, 0.111, 1.155], [-0.320, 0.251, 0.109], [0.226, 0.909, -0.974], [-0.907, -1.438, -1.537], [-0.954, -2.086, 0.595], [2.361, -0.508, 0.496], [-1.790, 1.105, 0.889], [1.170, 1.156, 1.628], [0.392, -0.392, 2.038], [-0.551, 1.278, -1.481], [-0.462, -0.820, -1.985], [0.868, 1.641, -0.714]], "homo_lumo_gap_ev": [6.42, 7.00], "s2": 2.008, "e_above_lowest_kj_mol": 0.0, "homo_ev": [-5.8, -10.8], "multiplicity": 3, "e_lumo_ev": [0.6, -3.8]}



[5]
{"formula": "C24H32LaN10O4PSSe", "method": "the ωB97M-V functional and the def2-TZVPD basis", "species": ["La", "N", "C", "C", "O", "N", "C", "C", "O", "O", "H", "H", "H", "H", "H", "H", "C", "C", "O", "N", "C", "C", "C", "C", "C", "C", "N", "H", "H", "H", "H", "H", "H", "H", "H", "H", "H", "S", "C", "Se", "N", "C", "C", "C", "C", "N", "C", "N", "H", "H", "H", "C", "N", "C", "N", "C", "N", "C", "P", "C", "C", "H", "H", "H", "H", "H", "H", "H", "H", "H", "H", "H", "H", "H"], "positions_angstrom": [[0.291, -0.145, 0.228], [-0.220, -1.864, 2.375], [0.501, -3.062, 1.862], [0.786, -2.792, 0.391], [1.617, -1.797, 0.189], [0.135, -3.471, -0.473], [0.298, -3.150, -1.888], [0.219, -1.650, -2.136], [1.082, -1.102, -2.856], [-0.688, -0.991, -1.549], [-1.213, -2.066, 2.369], [0.022, -1.704, 3.345], [1.451, -3.162, 2.387], [-0.069, -3.982, 1.970], [1.257, -3.506, -2.268], [-0.506, -3.650, -2.427], [2.864, 0.678, 3.603], [2.045, 1.566, 2.702], [1.875, 1.303, 1.500], [1.575, 2.674, 3.276], [0.651, 3.586, 2.634], [-0.782, 3.103, 2.717], [-1.825, 4.011, 2.618], [-3.124, 3.548, 2.748], [-3.329, 2.202, 3.006], [-2.224, 1.373, 3.076], [-0.970, 1.797, 2.908], [3.232, -0.171, 3.032], [2.251, 0.317, 4.430], [3.706, 1.233, 4.016], [1.658, 2.745, 4.277], [0.938, 3.701, 1.588], [0.733, 4.556, 3.122], [-1.618, 5.060, 2.452], [-3.961, 4.228, 2.669], [-4.326, 1.806, 3.147], [-2.337, 0.320, 3.307], [-0.116, 3.566, -0.824], [-0.673, 2.079, -0.350], [-3.176, 3.460, -0.957], [-4.524, 2.370, -0.715], [-4.181, 1.144, -0.313], [-5.079, 0.081, -0.129], [-4.578, -1.130, 0.303], [-3.224, -1.259, 0.581], [-2.337, -0.263, 0.446], [-2.800, 0.887, -0.042], [-1.992, 1.956, -0.323], [-6.126, 0.230, -0.357], [-5.231, -1.983, 0.430], [-2.824, -2.213, 0.906], [5.755, 0.638, -2.531], [5.123, 1.640, -1.573], [4.488, 2.764, -2.401], [3.583, 2.245, -3.356], [4.247, 1.289, -4.230], [4.801, 0.174, -3.469], [3.765, -0.696, -2.913], [2.600, 0.180, -1.729], [4.076, 0.962, -0.751], [2.350, 1.708, -2.774], [6.144, -0.186, -1.933], [6.575, 1.149, -3.038], [5.849, 2.038, -0.977], [5.307, 3.291, -2.893], [3.975, 3.424, -1.703], [5.059, 1.792, -4.760], [3.532, 0.906, -4.954], [4.236, -1.542, -2.407], [3.168, -1.086, -3.732], [4.546, 0.158, -0.180], [3.662, 1.682, -0.045], [1.870, 2.476, -2.166], [1.664, 1.447, -3.580]], "homo_lumo_gap_ev": [6.69, 6.36], "s2": 0.783, "e_above_lowest_kj_mol": 194.8, "homo_ev": [-9.1, -9.6], "total_charge": 1, "multiplicity": 2, "e_lumo_ev": [-2.4, -3.3]}



[6]
{"formula": "C5H8O", "method": "the ωB97M-V functional and the def2-TZVPD basis", "species": ["C", "C", "C", "C", "C", "O", "H", "H", "H", "H", "H", "H", "H", "H"], "positions_angstrom": [[1.448, 0.679, -1.012], [0.766, -0.673, -1.167], [0.458, 0.130, -0.068], [-0.137, 0.005, 1.311], [-1.532, -0.171, 0.701], [-1.266, 0.477, -0.563], [1.176, 1.510, -1.664], [2.473, 0.743, -0.636], [1.224, -1.654, -1.199], [-0.670, -0.277, -1.269], [-0.058, 0.933, 1.884], [0.264, -0.831, 1.894], [-1.812, -1.222, 0.561], [-2.334, 0.352, 1.228]], "homo_lumo_gap_ev": 9.38, "e_above_lowest_kj_mol": 534.4, "homo_ev": -8.3, "multiplicity": 1, "e_lumo_ev": 1.1}



[7]
{"formula": "C22H17ClFN5O4", "method": "the ωB97M-V functional and the def2-TZVPD basis", "species": ["O", "O", "F", "Cl", "N", "N", "O", "O", "C", "C", "C", "C", "C", "C", "C", "C", "C", "C", "C", "C", "C", "C", "C", "C", "C", "C", "N", "N", "N", "C", "C", "C", "C", "H", "H", "H", "H", "H", "H", "H", "H", "H", "H", "H", "H", "H", "H", "H", "H", "H"], "positions_angstrom": [[4.695, -0.308, 1.365], [2.425, 0.062, -2.222], [1.158, 5.720, -0.457], [0.001, 2.231, 3.034], [-6.970, 0.982, 2.926], [-6.141, 0.879, 1.861], [-5.083, -0.001, 3.611], [4.965, -1.388, -1.801], [4.375, -0.072, 0.214], [2.607, -0.678, -1.252], [-6.319, 0.441, 3.947], [-5.061, 0.286, 2.309], [-2.730, -0.501, 1.919], [-3.889, 0.062, 1.465], [0.660, 4.023, 1.108], [-1.795, -0.021, -1.539], [-0.457, -0.421, -1.620], [-0.508, -0.985, 0.701], [2.854, 4.140, 0.089], [2.344, 2.410, 1.715], [1.569, 4.642, 0.243], [1.056, 2.932, 1.860], [-1.806, -0.566, 0.783], [-2.461, -0.070, -0.318], [0.219, -0.882, -0.485], [3.269, 2.992, 0.840], [-3.753, 0.291, 0.102], [4.525, 1.202, -0.252], [1.577, -1.287, -0.530], [4.632, 2.394, 0.612], [2.152, -2.320, 0.393], [3.570, -2.507, -0.132], [3.945, -1.158, -0.787], [5.007, -0.676, -2.437], [-6.748, 0.301, 4.921], [-2.537, -0.856, 2.940], [-0.314, 4.488, 1.200], [-2.305, 0.347, -2.409], [0.044, -0.394, -2.577], [-0.117, -1.366, 1.635], [3.532, 4.615, -0.633], [2.618, 1.555, 2.307], [-4.507, 0.647, -0.481], [4.056, 1.343, -1.137], [5.091, 2.159, 1.560], [5.327, 3.079, 0.166], [2.238, -1.932, 1.393], [1.598, -3.278, 0.433], [3.650, -3.362, -0.843], [4.204, -2.737, 0.719]], "homo_lumo_gap_ev": 8.49, "homo_ev": -8.3, "multiplicity": 1, "smiles": "O=C(NCc1cc(F)cc(Cl)c1)[C@@]1(O)CCN(c2ccc3[nH]c(-c4nnco4)cc3c2)C1=O", "e_lumo_ev": 0.2}



[8]
{"formula": "C24H26N4O4S", "method": "the ωB97M-V functional and the def2-TZVPD basis", "species": ["C", "C", "C", "C", "C", "C", "C", "H", "H", "C", "H", "H", "H", "N", "C", "H", "C", "N", "C", "O", "C", "C", "N", "C", "S", "N", "C", "C", "C", "C", "C", "C", "H", "O", "C", "O", "H", "H", "H", "C", "O", "H", "H", "H", "H", "H", "C", "C", "H", "H", "H", "H", "H", "H", "H", "H", "H", "H", "H"], "positions_angstrom": [[4.337, 1.019, 2.287], [4.000, -0.082, 1.325], [2.694, -0.540, 1.218], [2.351, -1.605, 0.389], [3.358, -2.240, -0.354], [4.651, -1.745, -0.277], [4.977, -0.681, 0.545], [5.999, -0.336, 0.597], [5.428, -2.225, -0.855], [3.087, -3.464, -1.177], [3.954, -4.121, -1.158], [2.228, -4.001, -0.782], [2.892, -3.208, -2.219], [1.036, -2.112, 0.337], [0.327, -1.917, -0.916], [0.986, -2.144, -1.752], [-0.910, -2.819, -0.975], [-1.758, -2.559, 0.164], [-2.978, -1.971, 0.227], [-3.492, -1.719, 1.301], [-3.711, -1.632, -1.065], [-4.195, -0.178, -0.989], [-3.096, 0.700, -0.606], [-3.151, 1.364, 0.592], [-4.501, 1.531, 1.509], [-1.997, 1.955, 1.020], [-0.836, 2.013, 0.297], [-0.839, 1.478, -0.995], [0.312, 1.521, -1.802], [1.435, 2.078, -1.260], [1.436, 2.607, 0.043], [0.321, 2.596, 0.838], [0.327, 3.010, 1.833], [2.668, 3.098, 0.325], [3.473, 2.827, -0.808], [2.676, 2.232, -1.806], [3.900, 3.769, -1.185], [4.284, 2.138, -0.523], [0.283, 1.108, -2.795], [-2.028, 0.781, -1.491], [-2.091, 0.257, -2.585], [-2.053, 2.407, 1.923], [-4.579, 0.139, -1.961], [-4.968, -0.077, -0.227], [-4.586, -2.280, -1.133], [-3.104, -1.764, -1.954], [-1.032, -2.770, 1.403], [0.167, -1.825, 1.459], [0.720, -1.990, 2.386], [-0.209, -0.786, 1.444], [-1.713, -2.578, 2.233], [-0.687, -3.808, 1.440], [-1.430, -2.650, -1.916], [-0.598, -3.870, -0.933], [0.001, -0.872, -1.015], [1.932, -0.050, 1.807], [3.674, 1.873, 2.155], [4.222, 0.664, 3.311], [5.364, 1.350, 2.155]], "homo_lumo_gap_ev": 8.22, "e_above_lowest_kj_mol": 99.4, "homo_ev": -8.0, "multiplicity": 1, "smiles": "Cc1ccc(C)c(N2CCN(C(=O)CCn3c(=S)[nH]c4cc5c(cc4c3=O)OCO5)CC2)c1", "e_lumo_ev": 0.2}